The following is a DFT calculation (the ωB97M-V functional and the def2-TZVPD basis) of one molecule with the formula C5H5NO.

XYZ file:
```
12
Properties=species:S:1:pos:R:3:forces:R:3
N 0.27135 -1.54752 -2.34532 0.300 0.867 0.625
C 0.34459 -0.61085 -1.66961 0.001 -0.801 -0.547
C 0.22882 0.56739 -0.83867 -0.140 0.026 -0.140
C 0.89071 0.80431 0.48437 0.187 0.025 0.069
C -0.55367 0.39206 0.45556 -0.199 0.019 0.143
C -0.80089 -1.01306 0.90114 -0.350 -0.046 0.158
O -1.81535 -1.37866 1.43881 0.429 0.180 -0.221
H 0.02779 1.46274 -1.41823 -0.128 -0.130 0.105
H 1.61058 0.09629 0.88564 -0.130 0.028 -0.193
H 1.10026 1.84368 0.71278 0.020 -0.169 -0.049
H -1.35350 1.09389 0.66673 0.179 -0.050 0.040
H 0.04933 -1.71027 0.72678 -0.169 0.052 0.011
```
Positions in Å, forces in eV/Å.

Output
- Total energy: -8801.981 eV
- SMILES: N#C[C@@H]1C[C@@H]1C=O

=====

The following is a DFT calculation (the ωB97M-V functional and the def2-TZVPD basis) of a 2-piece molecular cluster, C5H11NO overall.

XYZ file:
```
18
Properties=species:S:1:pos:R:3:forces:R:3
C 0.35423 1.82326 0.63149 -0.026 0.021 0.087
C 0.60654 0.92537 -0.51875 0.023 0.108 0.091
C 0.58334 -1.53006 1.61848 0.007 -0.021 0.020
N -0.37982 0.20359 -1.03592 0.248 -0.078 -0.223
C -1.67332 0.11426 -0.65912 -0.258 0.059 0.111
C -0.04253 -0.64150 -2.16846 0.350 -0.049 -0.223
O 1.04181 -0.68091 -2.66324 -0.480 0.006 0.247
H -0.22875 1.32232 1.42032 0.082 0.030 -0.132
H 1.29969 2.15275 1.06969 -0.135 -0.021 -0.090
H -0.21621 2.72225 0.34758 0.013 -0.122 0.003
H 1.56608 0.82504 -1.00295 -0.135 0.015 0.037
H 1.23013 -1.97285 0.85635 -0.089 0.052 0.119
H 1.10934 -0.69868 2.09512 -0.071 -0.152 -0.059
H 0.33426 -2.28315 2.36981 0.042 0.094 -0.099
H -2.04172 0.72689 0.14758 0.084 -0.042 -0.106
H -2.29638 -0.62006 -1.14727 0.117 0.144 0.029
H -0.33767 -1.16513 1.15230 0.169 -0.100 0.119
H -0.90901 -1.22339 -2.51300 0.058 0.056 0.070
```
Positions in Å, forces in eV/Å.

Output
- Total energy: -8898.460 eV

=====

The following is a DFT calculation (the ωB97M-V functional and the def2-TZVPD basis) of C20H31N5O3S2 as an isolated structure.

XYZ file:
```
61
Properties=species:S:1:pos:R:3:forces:R:3
C 6.80095 1.01207 0.44526 -0.035 0.095 -0.245
H 6.15567 1.28817 1.27629 -0.032 0.019 0.130
C 6.02573 1.04069 -0.86621 -0.059 -0.230 0.211
C 4.84921 0.06783 -0.84795 0.112 0.294 -0.433
H 4.16672 0.33478 -0.03851 -0.059 -0.052 0.059
H 5.22311 -0.93813 -0.65240 -0.009 -0.103 0.081
C 4.07908 0.09295 -2.16843 0.107 -0.008 0.305
N 2.89222 -0.74247 -2.11369 0.020 0.188 -0.194
C 1.87470 -0.38929 -3.08798 -0.245 -0.094 0.006
H 2.06802 -0.81966 -4.08444 -0.001 0.044 0.050
C 0.50134 -0.84864 -2.59340 -0.008 0.056 -0.141
N 0.32048 -0.36556 -1.24445 0.453 -0.060 -0.227
C -0.86560 -0.02641 -0.72220 0.350 0.213 0.437
O -1.90890 -0.10632 -1.35046 -0.140 0.189 -0.191
C -0.82009 0.39491 0.74462 -0.380 -0.083 -0.177
C -1.82508 1.52588 0.98786 0.112 -0.035 0.138
H -2.75847 1.26783 0.48759 0.078 0.072 -0.015
C -2.07423 1.74981 2.48127 0.017 0.567 -0.363
N -2.41861 0.53237 3.16592 -1.074 -0.271 0.043
S -4.03583 0.19650 3.36248 0.247 0.244 0.590
O -4.53665 1.17922 4.28265 -0.050 0.170 -0.334
O -4.14915 -1.18435 3.72305 0.088 -0.083 -0.416
C -4.89590 0.53016 1.81027 0.143 0.316 1.067
C -5.72085 1.62221 1.77231 0.345 -0.261 0.399
C -6.41625 1.99089 0.60676 -0.148 -0.113 -0.650
C -6.28097 1.27929 -0.55564 -0.255 0.442 0.180
C -5.43794 0.15903 -0.55245 0.702 -0.616 0.499
N -5.14624 -0.64286 -1.58178 -0.115 -0.100 -0.783
S -4.10994 -1.74867 -1.09126 -0.914 0.712 0.776
N -4.00389 -1.33157 0.45062 0.149 -0.527 0.175
C -4.75051 -0.24271 0.65152 -0.109 -0.506 -1.246
H -6.78972 1.55819 -1.46432 -0.077 0.061 -0.079
H -7.05652 2.85906 0.63708 -0.054 0.066 -0.009
H -5.82405 2.20131 2.67644 -0.038 0.090 0.057
C -1.46017 -0.53086 3.01883 0.165 -0.733 -0.197
H -0.53860 -0.22036 3.52710 -0.103 0.000 0.046
C -1.18419 -0.86058 1.55458 0.096 0.105 0.225
H -0.37558 -1.59123 1.48776 0.037 -0.052 -0.005
H -2.08935 -1.30131 1.13435 0.295 0.009 0.101
H -1.87595 -1.39903 3.52959 0.267 -0.026 0.013
H -1.17116 2.16047 2.95004 -0.123 0.020 0.054
H -2.89430 2.45193 2.63958 0.178 0.184 -0.036
H -1.45264 2.44928 0.53910 -0.047 0.032 -0.024
H 0.18657 0.73022 1.01555 0.029 -0.008 -0.033
H 1.18150 -0.30669 -0.71797 -0.130 0.089 0.118
H 0.43103 -1.94234 -2.61316 -0.034 0.031 -0.094
H -0.29866 -0.44512 -3.21766 0.085 -0.100 0.015
H 1.85943 0.69843 -3.18653 -0.003 -0.041 -0.014
C 3.18517 -2.17201 -2.07131 -0.089 -0.172 0.337
C 2.76203 -2.79922 -0.74353 0.159 -0.056 -0.306
H 3.24318 -2.28975 0.08681 0.047 0.055 0.108
H 1.68558 -2.73652 -0.61021 -0.139 0.007 0.042
H 3.05108 -3.84722 -0.72177 -0.008 -0.161 0.081
H 4.25851 -2.33557 -2.21615 -0.041 0.024 -0.080
H 2.66994 -2.68617 -2.89053 0.077 0.044 -0.023
H 3.75995 1.12112 -2.35859 0.023 -0.032 -0.036
H 4.75318 -0.20298 -2.99131 -0.036 0.043 0.003
H 6.69527 0.78062 -1.68934 0.004 0.065 -0.072
H 5.65696 2.05270 -1.04816 0.004 0.030 -0.087
H 7.63423 1.70960 0.41175 0.105 0.042 0.092
H 7.19513 0.01608 0.63477 0.061 -0.094 0.069
```
Positions in Å, forces in eV/Å.

Output
- Total energy: -56506.654 eV